A 11-piece molecular cluster, C25H71Cl8O28P7 overall at a distorted geometry. Source: OMol25; level of theory: ωB97M-V with the def2-TZVPD basis set.

Highest occupied orbital energy (alpha / beta): -0.4575 / -0.4574 Eh
HOMO-LUMO gap (alpha / beta): 9.8 / 2.9 eV

ORCA input file:
```
! wB97M-V def2-TZVPD RIJCOSX def2/J DEFGRID3
* xyz 1 2
C 1.37 0.85 -5.45
Cl 1.29 -0.91 -5.45
Cl 2.39 1.53 -6.79
H 0.38 1.29 -5.63
H 1.78 1.21 -4.51
C -0.82 5.27 3.09
Cl 0.24 4.44 1.94
Cl -0.42 4.57 4.63
H -0.67 6.35 3.10
H -1.90 5.12 3.12
C 3.59 -2.76 1.64
Cl 5.31 -2.28 1.67
Cl 3.11 -3.82 2.91
H 3.08 -1.80 1.74
H 3.33 -3.06 0.62
C 5.47 -0.48 -3.11
Cl 5.05 0.33 -4.67
Cl 6.80 0.36 -2.27
H 4.59 -0.63 -2.49
H 5.80 -1.50 -3.27
C 6.22 7.71 1.25
O 5.33 6.54 1.07
P 3.94 6.49 1.96
O 3.70 7.67 2.81
O 2.83 6.03 0.86
C 2.66 6.85 -0.29
O 4.11 5.06 2.76
C 3.29 4.77 3.79
H 5.86 8.49 1.92
H 6.39 8.01 0.22
H 7.19 7.49 1.71
H 2.58 6.35 -1.26
H 3.47 7.58 -0.40
H 1.78 7.49 -0.18
H 3.24 3.72 4.07
H 2.27 5.13 3.67
H 3.63 5.24 4.71
C -1.02 -5.62 -5.06
O -1.76 -5.49 -3.88
P -2.17 -4.07 -3.18
O -1.10 -3.07 -3.21
O -3.42 -3.57 -4.11
C -3.09 -2.94 -5.38
O -2.95 -4.35 -1.78
C -3.68 -3.29 -1.18
H -0.17 -6.30 -5.04
H -0.66 -4.65 -5.39
H -1.62 -6.04 -5.87
H -2.11 -3.04 -5.85
H -3.06 -1.88 -5.10
H -3.88 -3.26 -6.04
H -3.93 -2.53 -1.92
H -3.18 -2.85 -0.32
H -4.58 -3.75 -0.78
C -6.51 1.01 -3.72
O -5.46 1.81 -3.33
P -3.98 1.80 -4.05
O -3.10 2.99 -3.94
O -3.32 0.48 -3.29
C -1.91 0.38 -3.15
O -4.27 1.23 -5.58
C -3.25 1.16 -6.58
H -7.04 1.34 -4.62
H -7.24 1.06 -2.92
H -6.16 -0.02 -3.78
H -1.52 1.31 -2.72
H -1.46 0.08 -4.10
H -1.77 -0.39 -2.39
H -2.67 2.08 -6.56
H -3.83 1.18 -7.50
H -2.55 0.33 -6.65
C -5.55 -1.32 4.52
O -6.60 -1.07 3.63
P -6.56 0.16 2.60
O -7.20 1.41 3.04
O -4.98 0.20 2.11
C -4.34 -0.78 1.24
O -7.25 -0.51 1.20
C -7.98 0.28 0.28
H -5.13 -2.32 4.37
H -5.87 -1.34 5.56
H -4.77 -0.56 4.42
H -4.58 -0.64 0.19
H -4.72 -1.80 1.41
H -3.27 -0.69 1.39
H -8.93 0.65 0.67
H -8.14 -0.21 -0.67
H -7.45 1.15 -0.12
C 0.41 -1.86 -0.03
O 1.34 -0.83 0.32
P 1.46 0.50 -0.71
O 2.24 0.32 -1.92
O -0.07 1.12 -0.84
C -0.75 1.45 0.42
O 2.36 1.58 0.25
C 2.42 2.83 -0.09
H 0.98 -2.76 -0.24
H -0.08 -1.63 -0.97
H -0.30 -2.18 0.73
H -0.85 2.54 0.41
H -0.30 1.27 1.39
H -1.82 1.22 0.41
H 1.43 3.13 -0.43
H 3.00 3.11 -0.97
H 2.78 3.43 0.75
C 0.47 2.86 7.51
O 1.52 2.59 6.66
P 2.32 1.21 6.81
O 2.49 0.60 8.18
O 3.65 1.59 5.96
C 4.70 2.34 6.60
O 1.55 0.24 5.74
C 1.73 0.27 4.25
H 0.24 1.95 8.07
H -0.31 3.24 6.85
H 0.51 3.76 8.12
H 4.30 3.36 6.65
H 5.70 2.35 6.16
H 4.81 2.06 7.65
H 2.34 -0.47 3.74
H 2.31 1.11 3.87
H 0.75 0.30 3.77
C -0.62 -6.00 -0.84
O 0.42 -6.88 -0.40
P 2.02 -6.43 -0.54
O 2.18 -4.96 -0.33
O 2.77 -7.46 0.49
C 3.89 -6.95 1.16
O 2.50 -6.92 -2.03
C 3.89 -6.82 -2.52
H -1.51 -6.62 -0.69
H -0.49 -5.67 -1.87
H -0.56 -5.19 -0.11
H 3.76 -7.08 2.24
H 4.39 -6.00 0.99
H 4.65 -7.70 0.93
H 4.44 -6.03 -2.00
H 3.94 -6.64 -3.59
H 4.51 -7.70 -2.32
*
```